No. 1
The following is a quantum chemistry calculation of C7H15OP as an isolated structure at a distorted geometry, from the Open Molecules 2025 dataset.

## Properties
net charge: 0
LUMO energy: 0.032 hartree
gap between HOMO and LUMO: 0.3188 hartree
spin multiplicity: 1
DFT total energy: -692.21524 a.u.
energy above the lowest of the compared OMol25 structures with the same formula, charge and spin: 158.39 kJ/mol

Cartesian coordinates (Å):
P (-0.70643, 0.30890, 0.11011)
O (0.54676, -0.98861, 1.09116)
C (-1.88659, 0.04273, 1.46565)
C (0.75478, -1.67346, -0.02402)
C (1.58627, 1.68420, -0.34986)
C (1.54377, -2.94507, -0.17752)
C (0.46793, 1.65429, 0.60334)
C (-1.80599, 1.19330, -1.10944)
C (-0.00658, -1.19536, -0.97886)
H (-2.56112, -0.81039, 1.36227)
H (0.73097, 1.47129, 1.59800)
H (1.36496, 1.08719, -1.20335)
H (2.20665, -2.69913, -1.05553)
H (2.08970, -3.12852, 0.78404)
H (-2.13914, 2.10932, -0.69367)
H (1.94043, 2.70065, -0.64639)
H (-0.06080, 2.54397, 0.65683)
H (-1.43870, -0.15312, 2.59769)
H (-2.48874, 0.87865, 1.53417)
H (0.20794, -1.36866, -2.00204)
H (-1.21706, 1.39888, -1.99733)
H (2.61606, 1.26817, 0.09022)
H (-2.70667, 0.47709, -1.24871)
H (0.96160, -3.85629, -0.40674)

No. 2
The following is a quantum chemistry calculation of a 2-piece molecular cluster, C7H15P2 overall at a distorted geometry, from the Open Molecules 2025 dataset.

## Properties
net charge: +1
LUMO energy (spin up / spin down): -0.187 / -0.207 hartree
gap between HOMO and LUMO (spin up / spin down): 0.2932 / 0.2980 hartree
spin multiplicity: 1
DFT total energy: -957.95721 a.u.
energy above the lowest of the compared OMol25 structures with the same formula, charge and spin: 302.90 kJ/mol

Cartesian coordinates (Å):
P (0.11151, -0.03578, 0.09080)
P (-0.44638, -0.23569, -2.09407)
C (0.86968, 1.60726, 0.22083)
C (-0.90345, -1.92033, -1.97713)
C (-1.09310, -3.11398, -2.02835)
C (-2.48068, 0.84544, 0.30748)
C (2.45689, 1.58133, 0.17078)
C (-1.39262, -0.01240, 1.05837)
C (1.07925, -1.37224, 0.90699)
H (0.93216, -1.28311, 2.00581)
H (-1.88802, -1.10270, 1.12838)
H (0.53996, 2.13410, 1.05255)
H (2.67397, 2.70017, -0.01149)
H (-1.34094, 0.38340, 2.00939)
H (-2.16579, 1.90334, -0.06145)
H (2.97970, 1.07888, 1.01606)
H (1.88656, 0.08893, -2.26354)
H (0.53607, 2.18091, -0.72312)
H (1.96198, -1.30259, 0.43621)
H (0.58434, -2.26048, 0.78739)
H (-3.25530, 1.06950, 0.94088)
H (-3.10322, 0.34334, -0.48437)
H (2.57311, 0.87549, -0.60265)
H (-1.11567, -4.15279, -1.88574)